Density functional theory data (the ωB97M-V functional and the def2-TZVPD basis) for 5 unconnected molecules or ions with the total composition C26H58BNO11.

Cartesian coordinates (Å):
C (1.74, 4.78, -1.23)
C (2.28, 3.97, -0.52)
C (2.94, 2.99, 0.34)
O (4.31, 2.74, 0.00)
C (4.84, 3.43, -1.07)
O (4.73, 3.00, -2.18)
N (5.58, 4.53, -0.73)
B (5.82, 4.83, 0.71)
C (4.74, 5.07, 1.83)
O (7.15, 4.96, 1.06)
C (5.43, 5.69, -1.64)
C (4.87, 6.92, -0.92)
C (6.79, 5.96, -2.36)
C (7.21, 7.41, -2.57)
C (8.46, 7.49, -3.45)
H (1.20, 5.47, -1.83)
H (2.90, 3.34, 1.38)
H (2.42, 2.04, 0.29)
H (3.73, 5.26, 1.44)
H (4.70, 4.26, 2.57)
H (5.04, 5.97, 2.37)
H (7.39, 4.35, 1.76)
H (4.73, 5.41, -2.42)
H (5.60, 7.42, -0.28)
H (3.97, 6.67, -0.36)
H (4.57, 7.65, -1.68)
H (7.58, 5.44, -1.82)
H (6.71, 5.51, -3.36)
H (7.43, 7.89, -1.61)
H (6.41, 7.99, -3.05)
H (9.15, 6.67, -3.21)
H (8.19, 7.38, -4.50)
H (8.99, 8.44, -3.34)
C (-1.58, -0.06, -4.06)
O (-1.16, 0.67, -5.20)
C (-1.71, 1.97, -5.28)
C (-0.73, 3.02, -4.82)
O (-0.43, 2.90, -3.44)
C (0.80, 2.26, -3.18)
H (-0.95, -0.94, -3.99)
H (-1.48, 0.53, -3.15)
H (-2.62, -0.39, -4.17)
H (-2.63, 2.04, -4.69)
H (-1.96, 2.16, -6.33)
H (-1.17, 4.01, -4.97)
H (0.19, 2.97, -5.42)
H (1.64, 2.92, -3.41)
H (0.90, 1.33, -3.75)
H (0.83, 2.02, -2.12)
C (0.52, -6.20, -3.57)
O (1.67, -5.62, -2.98)
C (1.73, -4.21, -3.12)
C (1.31, -3.50, -1.85)
O (-0.06, -3.72, -1.55)
C (-0.26, -4.69, -0.55)
H (0.47, -7.24, -3.23)
H (-0.39, -5.68, -3.26)
H (0.59, -6.19, -4.66)
H (1.11, -3.88, -3.96)
H (2.77, -3.95, -3.34)
H (1.45, -2.42, -1.99)
H (1.94, -3.82, -1.02)
H (0.00, -4.29, 0.44)
H (0.32, -5.60, -0.74)
H (-1.32, -4.94, -0.54)
C (-1.34, -5.82, 2.71)
O (-2.00, -4.58, 2.53)
C (-3.38, -4.62, 2.85)
C (-3.67, -4.03, 4.21)
O (-3.09, -4.79, 5.26)
C (-1.88, -4.25, 5.76)
H (-0.27, -5.63, 2.64)
H (-1.56, -6.25, 3.69)
H (-1.63, -6.53, 1.93)
H (-3.76, -5.65, 2.81)
H (-3.91, -4.03, 2.09)
H (-4.75, -4.01, 4.37)
H (-3.31, -2.99, 4.25)
H (-2.08, -3.36, 6.37)
H (-1.19, -3.99, 4.95)
H (-1.43, -5.01, 6.39)
C (-9.92, -3.53, 2.96)
O (-10.08, -3.79, 4.34)
C (-9.22, -4.80, 4.84)
C (-8.04, -4.21, 5.58)
O (-7.18, -3.48, 4.72)
C (-7.36, -2.07, 4.81)
H (-10.47, -2.62, 2.73)
H (-8.86, -3.38, 2.70)
H (-10.32, -4.35, 2.36)
H (-8.87, -5.44, 4.03)
H (-9.80, -5.41, 5.53)
H (-7.45, -5.03, 6.01)
H (-8.39, -3.58, 6.41)
H (-6.94, -1.68, 5.74)
H (-8.41, -1.80, 4.74)
H (-6.82, -1.63, 3.97)

Properties
* HOMO level: -9.084 eV
* M: 571.56 g mol⁻¹
* energy relative to the best compared isomer or geometry (same formula, charge and spin): 0.0 kJ/mol
* HOMO-LUMO gap: 9.5 eV
* SMILES: C#CCOC(=O)N(B(C)O)[C@@H](C)CCC.COCCOC.COCCOC.COCCOC.COCCOC
* total energy: -52586.23371 eV